{"formula": "C20H29N3O5", "method": "ωB97M-V/def2-TZVPD", "species": ["C", "C", "C", "C", "N", "C", "O", "C", "C", "C", "C", "C", "N", "C", "O", "N", "C", "C", "C", "O", "C", "C", "O", "C", "C", "C", "C", "O", "H", "H", "H", "H", "H", "H", "H", "H", "H", "H", "H", "H", "H", "H", "H", "H", "H", "H", "H", "H", "H", "H", "H", "H", "H", "H", "H", "H", "H"], "positions_angstrom": [[-0.571, -2.758, -2.328], [-0.575, -3.953, -1.381], [0.817, -4.422, -0.930], [1.684, -4.892, -2.098], [1.523, -3.400, -0.184], [1.914, -3.567, 1.097], [1.586, -4.529, 1.765], [2.852, -2.489, 1.622], [2.322, -1.054, 1.575], [1.353, -0.716, 2.709], [0.060, -1.531, 2.731], [-0.813, -1.362, 1.487], [-1.120, 0.035, 1.196], [-2.035, 0.644, 2.032], [-2.589, 0.068, 2.940], [-2.295, 1.967, 1.770], [-1.730, 2.686, 0.744], [-2.041, 4.031, 0.541], [-1.462, 4.730, -0.502], [-1.692, 6.029, -0.786], [-2.584, 6.755, 0.025], [-0.547, 4.073, -1.373], [-0.038, 4.848, -2.365], [0.872, 4.258, -3.263], [-0.249, 2.747, -1.162], [-0.835, 2.040, -0.104], [-0.506, 0.636, 0.108], [0.257, 0.011, -0.609], [-1.594, -2.498, -2.590], [-0.114, -1.885, -1.868], [-0.039, -2.989, -3.248], [-1.067, -4.797, -1.868], [-1.155, -3.706, -0.490], [0.683, -5.251, -0.226], [2.609, -5.324, -1.724], [1.933, -4.061, -2.754], [1.159, -5.648, -2.676], [1.834, -2.590, -0.698], [3.110, -2.754, 2.648], [3.763, -2.550, 1.020], [1.849, -0.850, 0.614], [3.176, -0.376, 1.661], [1.106, 0.348, 2.642], [1.862, -0.870, 3.664], [-0.522, -1.234, 3.605], [0.291, -2.591, 2.827], [-0.313, -1.763, 0.608], [-1.758, -1.885, 1.647], [-2.963, 2.410, 2.385], [-2.737, 4.509, 1.211], [-2.238, 6.801, 1.062], [-2.606, 7.760, -0.392], [-3.592, 6.329, -0.005], [0.414, 3.428, -3.810], [1.145, 5.046, -3.962], [1.770, 3.901, -2.748], [0.436, 2.204, -1.792]], "lowdin_charge": [-0.0946, -0.2046, -0.3680, -0.0459, 0.0965, -0.5092, 0.0493, -0.0986, -0.1948, -0.1848, -0.1501, -0.1123, 0.0853, -0.4682, 0.0931, 0.1774, -0.1758, 0.0583, -0.1865, -0.0472, -0.0707, -0.1938, -0.0642, -0.0752, 0.0659, -0.0661, -0.3473, 0.0491, 0.0744, 0.0408, 0.0661, 0.1095, 0.1010, 0.1401, 0.0796, 0.0704, 0.0801, 0.1409, 0.1219, 0.1203, 0.0757, 0.1129, 0.1090, 0.1141, 0.1092, 0.1080, 0.0906, 0.1350, 0.1655, 0.1118, 0.0990, 0.0975, 0.0990, 0.0991, 0.0952, 0.0989, 0.1175], "charge": 0, "orbital_gap_ev": 8.724, "molar_mass_g_mol": 391.47, "smiles": "CC[C@@H](C)NC(=O)CCCCCn1c(=O)[nH]c2cc(OC)c(OC)cc2c1=O", "fmax_ev_per_a": 0.85, "e_homo_ev": -8.241}